The following is a DFT calculation (wB97M-V/def2-TZVPD) of a molecular structure, C26H41GeInN2O2S4Se2.

Results
Orbital gap = 7.61 eV
Electronic energy = -9937.5398 hartree
Net charge = +2

Atoms and positions in Å:
In (-0.14208, 0.86570, -1.42841)
C (-3.98808, 1.28355, -2.26817)
C (-3.69762, 1.94500, -0.92604)
S (-2.07853, 2.71781, -0.66071)
C (-1.94896, 4.07215, -1.86012)
C (-1.79680, 3.72346, -3.33635)
S (-0.42455, 2.57367, -3.70194)
C (-1.13540, 1.45710, -4.94640)
C (-2.47655, 0.79540, -4.63578)
S (-2.68327, 0.18398, -2.93090)
H (-4.21943, 2.01991, -3.03352)
H (-4.86473, 0.65034, -2.13710)
H (-3.74517, 1.21009, -0.12142)
H (-4.44842, 2.71138, -0.73182)
H (-1.07044, 4.61477, -1.50874)
H (-2.81936, 4.71454, -1.72488)
H (-1.56257, 4.64568, -3.86730)
H (-2.70751, 3.30656, -3.75605)
H (-0.35194, 0.70944, -5.07555)
H (-1.22602, 2.01841, -5.87606)
H (-2.57525, -0.07857, -5.27815)
H (-3.31420, 1.45515, -4.85222)
O (-0.01738, -3.26248, 1.58563)
C (0.98722, -3.13794, 0.57948)
C (0.44270, -3.14398, -0.86343)
C (0.27721, -4.61436, -1.29460)
O (-0.33805, -4.63243, -2.56686)
C (1.44778, -2.53834, -1.84797)
Se (1.98424, -0.64694, -1.69608)
C (-0.94589, -2.49731, -1.00597)
Se (-1.48664, -0.93065, 0.07832)
H (-0.28345, -4.18413, 1.68175)
H (1.72391, -3.93874, 0.69351)
H (1.49732, -2.19066, 0.76065)
H (-0.34386, -5.14108, -0.55586)
H (1.26084, -5.09731, -1.31547)
H (-0.38768, -5.53660, -2.89050)
H (1.09061, -2.68417, -2.86270)
H (2.40502, -3.05316, -1.74925)
H (-1.72297, -3.22519, -0.78484)
H (-1.09381, -2.17011, -2.03397)
Ge (-0.53588, -0.32264, 2.30947)
C (-2.12936, -0.62289, 3.39448)
C (-2.45707, -1.82606, 4.01039)
C (-3.61718, -1.92160, 4.76384)
C (-4.44744, -0.81892, 4.90975)
C (-4.11810, 0.38664, 4.30633)
C (-2.96295, 0.48431, 3.54479)
C (1.30345, -0.49145, 2.97518)
C (1.94791, 0.73071, 3.15893)
C (3.16984, 0.78161, 3.81475)
C (3.75714, -0.38763, 4.27843)
C (3.11339, -1.60522, 4.10180)
C (1.88210, -1.65716, 3.46385)
H (-0.60415, 1.18202, 1.90109)
H (-1.80692, -2.68651, 3.90655)
H (-3.86965, -2.85670, 5.24602)
H (-5.35058, -0.89809, 5.49990)
H (-4.75234, 1.25377, 4.43585)
H (-2.69835, 1.42720, 3.07815)
H (1.45989, 1.64788, 2.83948)
H (3.64557, 1.73821, 3.99539)
H (4.70236, -0.34351, 4.80286)
H (3.56699, -2.51190, 4.47960)
H (1.37025, -2.60382, 3.35512)
C (4.86631, 1.30262, 0.47146)
N (3.48574, 1.76611, 0.38723)
C (2.82312, 2.28755, -0.62464)
S (1.18031, 2.80063, -0.30745)
N (3.29338, 2.47596, -1.84598)
C (4.58515, 2.11174, -2.42529)
H (5.13627, 1.24848, 1.52216)
H (5.54558, 1.99236, -0.02107)
H (4.97196, 0.30681, 0.03822)
H (2.92475, 1.60590, 1.20883)
H (2.68169, 2.99958, -2.44976)
H (4.91069, 1.13891, -2.07034)
H (5.34458, 2.86235, -2.20650)
H (4.46135, 2.05281, -3.50308)


The following is a DFT calculation (wB97M-V/def2-TZVPD) of a molecular structure, C18H17N5O5Pt.

Results
Orbital gap = 7.54 eV
Electronic energy = -1465.4730 hartree
Net charge = 0

Atoms and positions in Å:
Pt (-0.17105, 0.43056, -0.67617)
C (-1.05592, 2.74058, 2.02819)
C (-1.50182, 1.32713, 2.09244)
N (-1.23312, 0.37526, 1.21559)
C (-1.90548, -0.75963, 1.61379)
C (-2.57732, -0.48458, 2.76999)
N (-2.31182, 0.83106, 3.04526)
C (-3.44987, -1.24567, 3.70210)
O (-3.65954, -2.50428, 3.42078)
O (-3.90083, -0.67440, 4.67254)
C (-1.84174, -2.02248, 0.81086)
O (-2.50468, -2.99835, 1.21641)
O (-1.10800, -1.97788, -0.20593)
H (-0.40458, 2.86706, 1.16878)
H (-0.49627, 3.01440, 2.92262)
H (-1.91834, 3.40314, 1.93892)
H (-2.69827, 1.30625, 3.84674)
H (-3.14288, -2.78592, 2.57871)
C (-0.31322, 0.92313, -2.30376)
C (-0.55265, 1.02773, -3.71102)
C (0.27786, 0.32656, -4.59053)
C (0.03544, 0.38495, -5.95129)
C (-1.01871, 1.15266, -6.43134)
C (-1.84044, 1.85820, -5.55944)
C (-1.61573, 1.79277, -4.19667)
H (1.09517, -0.25858, -4.18936)
H (0.66558, -0.16178, -6.63980)
H (-1.20360, 1.20071, -7.49675)
H (-2.65882, 2.44987, -5.94687)
H (-2.25069, 2.32200, -3.49844)
C (3.94339, 0.77313, 2.95213)
N (3.28940, -0.14761, 2.03235)
C (3.77902, -1.38380, 1.78518)
C (3.16190, -2.22479, 0.93623)
C (1.96324, -1.76409, 0.30223)
N (1.49439, -0.53769, 0.52471)
C (2.12183, 0.30941, 1.40425)
O (1.72184, 1.43045, 1.65567)
N (1.31068, -2.56274, -0.54214)
H (4.83119, 0.29059, 3.35346)
H (3.26700, 1.03555, 3.76287)
H (4.22082, 1.68700, 2.43122)
H (4.68322, -1.65218, 2.31439)
H (3.54320, -3.21624, 0.75032)
H (1.61579, -3.51848, -0.60362)
H (0.31443, -2.37893, -0.70557)


The following is a DFT calculation (wB97M-V/def2-TZVPD) of 2 unconnected molecules or ions with the total composition C14H21FN2O3 in a non-equilibrium geometry.

Results
Orbital gap = 9.72 eV
SMILES string = CNC(=O)[C@H](C)NC(C)=O.OCCc1ccc(F)cc1
Electronic energy = -981.1930 hartree
Net charge = 0

Atoms and positions in Å:
C (3.27024, 1.30370, 3.12666)
N (2.86922, 0.45046, 2.00997)
C (1.60739, 0.31859, 1.57364)
O (0.68831, 0.97178, 2.05910)
C (1.33613, -0.66303, 0.40546)
C (0.06214, -1.50807, 0.56313)
N (2.47238, -1.51601, 0.01615)
C (3.13645, -2.43906, 0.71615)
C (2.64295, -2.93436, 2.06250)
O (4.17368, -2.89308, 0.26447)
H (4.32122, 1.13927, 3.36845)
H (3.11941, 2.35226, 2.86313)
H (2.66089, 1.07277, 4.00326)
H (3.58427, -0.08931, 1.54518)
H (1.14982, -0.01279, -0.45015)
H (-0.09524, -2.12628, -0.32104)
H (-0.79223, -0.84959, 0.68160)
H (0.11793, -2.13646, 1.44885)
H (2.87034, -1.34140, -0.89320)
H (3.45490, -3.46612, 2.55652)
H (1.81897, -3.62573, 1.90123)
H (2.31923, -2.11334, 2.69534)
O (-1.37567, 3.08680, -4.48858)
C (-2.05052, 2.63271, -3.31486)
C (-1.47652, 1.27806, -2.90896)
C (-2.21278, 0.72490, -1.71437)
C (-2.15748, 1.39298, -0.48188)
C (-2.84031, 0.88841, 0.62918)
C (-3.57306, -0.29677, 0.52826)
F (-4.20923, -0.79785, 1.61102)
C (-3.62784, -0.96967, -0.69562)
C (-2.95396, -0.46284, -1.81368)
H (-1.73877, 3.93819, -4.78754)
H (-1.91935, 3.36049, -2.50753)
H (-3.12293, 2.53607, -3.51564)
H (-1.55184, 0.58683, -3.75427)
H (-0.41530, 1.38981, -2.66581)
H (-1.57472, 2.30332, -0.37283)
H (-2.78322, 1.40263, 1.58393)
H (-4.19785, -1.89033, -0.76984)
H (-3.00708, -0.99798, -2.75734)


The following is a DFT calculation (wB97M-V/def2-TZVPD) of 2 unconnected molecules or ions with the total composition C4H11NO in a non-equilibrium geometry.

Results
Orbital gap = 10.82 eV
SMILES string = NC=O.CCC
Electronic energy = -288.9759 hartree
Net charge = 0

Atoms and positions in Å:
N (1.56528, -1.16777, 2.23817)
C (2.56666, -2.08289, 2.24532)
O (2.53703, -3.06594, 2.94440)
H (0.80346, -1.61108, 2.72455)
H (1.64262, -0.23964, 1.87099)
H (3.38428, -1.96139, 1.53028)
C (0.01628, 0.42330, -1.63916)
C (-1.06742, 1.46832, -1.38941)
C (-2.33603, 0.90003, -0.69799)
H (0.15528, 0.29338, -2.70729)
H (0.04088, -0.52345, -1.10241)
H (0.94480, 0.89009, -1.26822)
H (-1.36459, 1.88434, -2.35087)
H (-0.78570, 2.24251, -0.68686)
H (-3.13595, 1.66355, -0.67275)
H (-2.82485, 0.20674, -1.38362)
H (-2.14204, 0.67990, 0.34489)


The following is a DFT calculation (wB97M-V/def2-TZVPD) of a gas-phase ion, C5H6N (charge +1) in a non-equilibrium geometry.

Results
Orbital gap (spin up / spin down) = 8.53 / 9.21 eV
SMILES string = C=[N+]1C#CCC1
Electronic energy = -248.3733 hartree
Net charge = +1

Atoms and positions in Å:
C (1.83568, -0.66998, 0.07128)
N (0.56883, -0.62236, -0.10564)
C (-0.45420, -1.56958, -0.09269)
C (-1.58953, -0.96559, -0.02435)
C (-1.59240, 0.48441, 0.11296)
C (-0.02038, 0.66151, -0.19142)
H (2.28102, 0.20584, 0.18406)
H (2.32251, -1.57946, 0.29411)
H (-2.23503, 0.90667, -0.61449)
H (-1.74720, 0.89196, 1.12880)
H (0.22330, 0.94571, -1.29517)
H (0.40740, 1.31088, 0.53254)